[1]
Computed, not measured: a cluster of 2 separate species, C4H11NO2 in total at a distorted geometry, with ωB97M-V with the def2-TZVPD basis set.

Structure (XYZ):
```
18
Properties=species:S:1:pos:R:3:forces:R:3:nbo_charge:R:1
C 2.1798 1.6529 0.2505 -1.5 0.8 1.1 -0.41
N 1.9971 0.2461 0.0252 0.9 -2.6 -1.9 -0.63
C 0.6548 -0.2901 0.1559 -2.9 3.6 -2.2 -0.20
C 0.2057 -1.6598 -0.3563 1.9 -1.0 -0.2 -0.52
C -1.1578 -2.0606 0.1601 -2.1 1.8 1.4 0.43
O -2.0687 -1.2160 0.2015 1.7 -2.0 -0.3 -0.54
H 3.2025 1.9677 0.6091 -1.0 -0.7 -0.8 0.21
H 1.8276 2.2637 -0.6419 0.5 -0.7 1.2 0.20
H 1.4879 1.7571 1.1278 0.4 1.6 -0.4 0.16
H 2.4314 -0.2780 0.7458 1.4 -0.1 0.5 0.34
H 0.4074 -0.2845 1.1558 -0.7 0.1 2.7 0.16
H -0.1053 0.5350 -0.2779 1.6 -1.9 0.7 0.19
H 0.9881 -2.4281 -0.0704 -0.9 0.6 -0.4 0.21
H 0.1693 -1.5874 -1.4397 0.0 -0.4 -0.3 0.25
H -1.3759 -3.0747 0.6776 0.6 1.1 -1.1 0.14
O -3.7934 1.6898 -1.0924 0.2 -1.7 0.1 -0.94
H -3.4285 2.0439 -0.2855 0.1 0.5 0.4 0.46
H -3.6223 0.7231 -0.9450 -0.3 1.1 -0.4 0.48
```
Positions in Å, forces in eV/Å.

Results
energy relative to the best compared isomer or geometry (same formula, charge and spin) = 266.1 kJ/mol
M = 105.137 g mol⁻¹
gap between HOMO and LUMO = 0.34867 Eh
lowest unoccupied orbital energy = 0.54 eV
SMILES string = CNCCC=O.O

***

[2]
Computed, not measured: the molecule C4H8O2, with ωB97M-V with the def2-TZVPD basis set.

Structure (XYZ):
```
14
Properties=species:S:1:pos:R:3:forces:R:3:nbo_charge:R:1
C 1.6896 -1.1547 -0.3260 0.0 0.0 0.0 -0.62
C 0.3910 -0.4432 -0.6566 0.2 0.1 -0.2 -0.07
O -0.5025 -0.6504 0.4329 0.0 0.0 0.1 -0.52
C -1.5588 0.2800 0.5031 -0.2 0.1 0.0 -0.16
C -0.9693 1.6663 0.7141 0.0 0.2 -0.2 0.41
O -0.9303 2.5128 -0.1457 -0.1 -0.2 0.4 -0.51
H 1.6111 -2.2373 -0.4554 0.0 0.1 0.0 0.21
H 1.9451 -0.9507 0.7184 0.0 0.0 -0.2 0.22
H 2.5017 -0.7828 -0.9585 -0.1 -0.1 0.0 0.21
H 0.5822 0.6281 -0.7959 0.0 -0.2 0.0 0.17
H -0.0568 -0.8134 -1.5919 0.0 0.0 0.2 0.17
H -2.1611 -0.0083 1.3720 0.0 0.1 -0.2 0.20
H -2.1896 0.2890 -0.3976 0.2 0.0 0.1 0.18
H -0.4867 1.8295 1.7011 0.0 0.0 -0.1 0.11
```
Positions in Å, forces in eV/Å.

Results
energy relative to the best compared isomer or geometry (same formula, charge and spin) = 164.6 kJ/mol
M = 88.106 g mol⁻¹
gap between HOMO and LUMO = 0.38968 Eh
lowest unoccupied orbital energy = 0.87 eV
SMILES string = CCOCC=O

***

[3]
Computed, not measured: a structure of composition C18H19NO4SiTa at a distorted geometry, with ωB97M-V with the def2-TZVPD basis set.

Structure (XYZ):
```
44
Properties=species:S:1:pos:R:3:forces:R:3:nbo_charge:R:1
Ta -1.1515 -0.4890 -0.3025 1.4 -1.1 0.3 2.29
C -3.2964 -1.6944 -0.9538 -0.1 0.0 0.0 -0.23
C -2.6375 -2.4205 0.0476 -0.2 -0.2 -0.1 -0.22
C -1.3447 -2.9423 -0.1970 -0.1 0.1 0.0 -0.26
C -0.7437 -2.7763 -1.4601 -0.2 0.1 -0.2 -0.13
C -1.4161 -2.0388 -2.4687 0.0 -0.1 0.3 -0.14
C -2.6798 -1.4874 -2.2041 0.1 -0.2 0.0 -0.20
H -4.2757 -1.2700 -0.7645 0.0 0.0 0.0 0.31
H -3.1114 -2.5595 1.0126 0.0 0.0 0.0 0.31
H -0.8221 -3.4896 0.5817 0.0 0.0 0.0 0.31
H 0.2322 -3.2032 -1.6501 0.0 0.0 0.0 0.31
H -0.9448 -1.8862 -3.4314 0.0 0.0 0.0 0.31
H -3.1878 -0.9034 -2.9652 0.0 0.0 0.0 0.31
O 0.2181 -0.0461 1.1082 -0.4 -0.4 0.3 -0.66
C 0.1891 0.5967 2.2365 0.0 0.1 0.0 0.47
C -0.9373 1.1959 2.7882 0.0 -0.1 -0.1 -0.28
C -0.8445 1.9129 4.0056 0.0 0.0 0.0 -0.03
C -1.9908 2.4643 4.5073 0.0 0.0 0.0 0.01
C -3.2205 2.3418 3.8657 0.0 0.0 0.0 -0.01
C -3.3377 1.6354 2.6632 0.0 0.1 0.0 -0.26
C -2.2015 1.0773 2.1410 0.1 -0.1 0.1 0.44
O -2.2250 0.3355 0.9993 -0.6 1.0 -0.1 -0.73
N -1.9200 3.2179 5.7939 0.0 0.1 -0.1 0.53
O -0.8155 3.3516 6.2584 0.0 0.0 0.0 -0.31
O -2.9688 3.6194 6.2263 0.0 0.0 0.0 -0.29
H 1.1585 0.6865 2.7263 0.0 -0.1 0.1 0.24
H 0.0927 2.0357 4.5374 0.0 0.0 0.0 0.30
H -4.0870 2.8039 4.3265 0.0 0.0 0.0 0.30
H -4.2945 1.5403 2.1686 0.0 0.0 0.0 0.27
C 4.1596 -1.7990 -2.5054 -0.2 0.0 0.0 -1.10
Si 3.4346 -0.0974 -2.7304 0.1 -0.1 0.0 1.56
C 4.2822 1.2362 -1.7766 -0.1 0.2 0.0 -1.12
C 3.0322 0.3233 -4.4933 0.0 0.1 0.0 -1.11
C 1.6888 -0.2822 -1.8795 0.0 0.0 -0.1 0.08
C 0.5704 -0.4007 -1.3343 -0.2 0.8 -0.5 -0.72
H 5.1298 -1.7989 -3.0103 0.0 0.0 0.0 0.29
H 3.5424 -2.5643 -2.9789 0.1 0.0 0.0 0.25
H 4.3279 -2.0737 -1.4646 0.0 0.1 0.0 0.26
H 5.2548 1.4344 -2.2351 0.0 0.0 0.0 0.29
H 4.4657 0.9915 -0.7305 0.0 -0.1 0.0 0.26
H 3.7091 2.1648 -1.8187 0.1 0.0 0.0 0.26
H 3.9934 0.4160 -5.0099 0.0 0.0 0.0 0.29
H 2.5147 1.2767 -4.6039 0.0 0.0 0.1 0.27
H 2.4587 -0.4355 -5.0254 0.0 -0.1 0.1 0.26
```
Positions in Å, forces in eV/Å.

Results
M = 522.387 g mol⁻¹
gap between HOMO and LUMO = 0.19521 Eh
lowest unoccupied orbital energy = -13.50 eV
charge = +3

***

[4]
Computed, not measured: a cluster of 2 separate species, C3H2N2O2 in total at a distorted geometry, with ωB97M-V with the def2-TZVPD basis set.

Structure (XYZ):
```
9
Properties=species:S:1:pos:R:3:forces:R:3:nbo_charge:R:1
C 2.0962 0.7393 0.0983 0.0 -0.1 0.4 0.85
C -2.1087 0.0737 0.0927 0.0 0.1 -0.6 0.58
C -1.1643 -0.9239 0.5777 0.4 -0.5 0.3 0.09
N 1.9013 -0.0281 0.9847 -0.2 -0.4 0.8 -0.77
N -1.2131 -0.5849 -0.7192 -0.4 0.4 0.2 -0.57
O 2.2068 1.6240 -0.6362 0.2 0.8 -1.1 -0.51
O -2.9645 0.8829 0.0280 -0.4 0.4 0.3 -0.51
H 2.0176 -0.9956 1.1748 0.0 -0.3 -0.1 0.43
H -0.7715 -0.7874 -1.6007 0.4 -0.3 -0.3 0.42
```
Positions in Å, forces in eV/Å.

Results
energy relative to the best compared isomer or geometry (same formula, charge and spin) = 342.9 kJ/mol
M = 98.061 g mol⁻¹
gap between HOMO and LUMO = 0.35095 Eh
lowest unoccupied orbital energy = 0.05 eV

***

[5]
Computed, not measured: a structure of composition C27H30N2NiO4P at a distorted geometry, with ωB97M-V with the def2-TZVPD basis set.

Structure (XYZ):
```
65
Properties=species:S:1:pos:R:3:forces:R:3:nbo_charge:R:1
Ni 0.3141 0.9325 0.2581 0.1 0.3 -0.5 1.07
C -5.0325 2.1492 0.5145 0.2 0.1 0.1 -0.42
N -3.6433 2.3570 0.9439 -0.2 -0.1 0.1 -0.39
C -3.3312 3.1388 2.1484 -0.1 0.0 -0.1 -0.41
C -2.6143 1.7825 0.3165 0.0 0.3 0.1 0.67
O -1.4597 1.9509 0.7301 0.0 -0.4 -0.1 -0.71
C -2.9380 0.9443 -0.9137 0.2 0.1 0.0 -0.16
O -1.7766 0.4396 -1.5061 0.1 -0.3 0.0 -0.51
C -1.3702 0.9938 -2.7295 0.0 0.1 0.2 -0.15
C -0.2078 1.9741 -2.5575 0.2 0.2 -0.1 0.67
O 0.4478 2.0211 -1.5107 -0.3 -0.1 -0.1 -0.69
N 0.0746 2.7762 -3.5937 0.0 -0.1 -0.1 -0.39
C 1.1524 3.7624 -3.4948 -0.1 -0.1 -0.1 -0.42
C -0.5578 2.6696 -4.9071 0.1 0.1 0.2 -0.41
H -5.6847 2.6888 1.1909 0.0 0.0 0.1 0.23
H -5.3166 1.0962 0.5453 0.0 0.0 0.0 0.21
H -5.2109 2.5336 -0.4913 0.1 0.0 0.0 0.21
H -4.2529 3.5603 2.5381 0.0 0.0 0.0 0.21
H -2.6369 3.9425 1.9097 0.0 0.0 0.0 0.23
H -2.8666 2.5114 2.9096 0.0 0.0 0.0 0.22
H -3.5239 1.5458 -1.6134 0.0 0.0 0.0 0.20
H -3.5616 0.1018 -0.6137 -0.1 -0.1 0.0 0.22
H -2.2057 1.4843 -3.2286 -0.1 0.0 0.0 0.19
H -1.0385 0.1726 -3.3645 0.0 -0.1 -0.1 0.22
H 1.5127 3.8135 -2.4758 0.0 0.0 0.1 0.25
H 0.7702 4.7371 -3.7994 0.0 0.0 0.0 0.21
H 1.9765 3.4869 -4.1559 0.0 0.0 0.0 0.21
H -1.2370 1.8271 -4.9654 0.0 0.0 0.0 0.21
H 0.2104 2.5270 -5.6662 0.0 0.0 0.0 0.22
H -1.1067 3.5820 -5.1429 0.0 0.0 0.0 0.21
O 1.9803 2.1659 1.0594 1.2 0.0 0.3 -0.53
C 2.2973 1.1378 0.4958 -2.0 0.0 -0.2 0.36
C 3.2865 0.0993 0.4552 0.8 0.3 0.3 -0.21
C 4.6678 0.3379 0.4259 -0.1 0.1 0.0 -0.17
C 5.5313 -0.7244 0.2495 0.1 -0.1 0.0 -0.19
C 5.0399 -2.0232 0.1337 -0.1 0.1 0.0 -0.21
C 3.6719 -2.2587 0.1741 0.0 -0.2 0.0 -0.14
C 2.7814 -1.2028 0.3082 -0.1 0.0 0.0 -0.33
P 0.9658 -1.2868 0.3393 0.0 -0.2 0.5 0.79
C 0.5628 -1.0155 2.1162 0.1 0.0 0.0 -0.28
C 1.5153 -1.0713 3.1380 0.0 0.0 0.0 -0.22
C 1.1536 -0.7997 4.4482 0.0 0.0 0.0 -0.19
C -0.1619 -0.4697 4.7600 0.0 0.0 0.0 -0.19
C -1.1182 -0.4187 3.7590 0.0 0.0 -0.1 -0.20
C -0.7551 -0.6847 2.4432 0.0 -0.1 0.0 -0.26
C 0.5575 -3.0445 0.1015 0.1 0.0 -0.2 -0.38
C 0.1037 -3.8633 1.1303 0.0 -0.1 0.0 -0.19
C -0.1631 -5.2059 0.8850 0.0 0.1 0.0 -0.20
C 0.0248 -5.7359 -0.3830 0.0 0.0 0.0 -0.19
C 0.4721 -4.9222 -1.4170 0.0 0.1 0.0 -0.22
C 0.7293 -3.5801 -1.1776 0.0 0.0 0.0 -0.14
H 5.0402 1.3513 0.5286 0.0 -0.1 0.0 0.23
H 6.5992 -0.5475 0.2153 0.0 0.0 0.0 0.23
H 5.7265 -2.8521 0.0132 0.0 0.0 0.0 0.23
H 3.2949 -3.2703 0.0860 0.0 0.0 0.0 0.22
H 2.5416 -1.3261 2.9048 0.0 0.0 0.0 0.23
H 1.9000 -0.8474 5.2324 0.0 0.0 0.0 0.23
H -0.4378 -0.2529 5.7856 0.0 0.0 -0.1 0.23
H -2.1451 -0.1682 3.9997 0.0 0.0 0.0 0.22
H -1.5078 -0.6633 1.6634 0.0 0.0 0.0 0.21
H -0.0370 -3.4608 2.1258 0.0 0.0 0.0 0.22
H -0.5128 -5.8394 1.6906 0.0 0.0 0.0 0.22
H -0.1798 -6.7836 -0.5678 0.0 0.1 0.0 0.23
H 0.6155 -5.3329 -2.4091 0.0 0.0 0.0 0.22
H 1.0735 -2.9435 -1.9881 0.0 0.0 0.0 0.21
```
Positions in Å, forces in eV/Å.

Results
energy relative to the best compared isomer or geometry (same formula, charge and spin) = 115.2 kJ/mol
M = 536.214 g mol⁻¹
expectation value of S² = 2.047
gap between HOMO and LUMO (spin up / spin down) = 0.24484 / 0.31029 Eh
lowest unoccupied orbital energy (spin up / spin down) = -2.16 / -2.32 eV
charge = +1
2S+1 = 3

***

Number 1: calculated total energy -9909.483 eV. Number 2: calculated total energy -8371.576 eV. Number 3: calculated total energy -38049.445 eV. Number 4: calculated total energy -10214.635 eV. Number 5: calculated total energy -89981.830 eV.